C21H23N3O5 | ωB97M-V with the def2-TZVPD basis set

Element x y z (Å)
C1 -4.03020 3.27906 -2.04714
C2 -4.14356 1.82702 -1.60164
O1 -2.86894 1.27316 -1.29267
C3 -2.38414 1.51587 -0.06761
O2 -2.96437 2.18877 0.75299
C4 -1.10508 0.82660 0.11407
C5 0.06288 1.15591 0.84706
C6 0.39155 2.31920 1.66317
C7 -0.57620 3.08339 2.31446
C8 -0.18653 4.16252 3.08191
C9 1.14923 4.50406 3.22393
C10 2.12108 3.74259 2.58374
O3 3.46505 3.97631 2.64736
C11 3.92015 5.06148 3.41624
C12 1.73400 2.65374 1.80937
N1 1.00665 0.22771 0.67605
N2 0.49760 -0.69709 -0.12245
C13 1.10841 -1.83301 -0.53106
C14 2.50036 -2.06065 -0.04432
C15 0.39977 -2.66905 -1.36518
C16 1.00101 -3.96015 -1.84211
C17 0.68479 -5.11035 -0.87967
C18 1.05214 -6.44652 -1.47693
O4 1.21014 -6.67355 -2.64477
O5 1.17079 -7.38853 -0.53305
C19 -0.92448 -2.29529 -1.73262
C20 -1.75596 -3.13908 -2.64377
N3 -1.48726 -1.19121 -1.30977
C21 -0.79469 -0.38461 -0.51916
H1 -5.00919 3.65124 -2.33598
H2 -3.64797 3.88675 -1.23061
H3 -3.35312 3.35956 -2.89423
H4 -4.53749 1.19868 -2.40331
H5 -4.78804 1.75494 -0.71868
H6 -1.61846 2.83240 2.21872
H7 -0.93566 4.75527 3.58599
H8 1.41519 5.35559 3.83062
H9 3.53396 6.01422 3.03861
H10 5.00535 5.05348 3.32476
H11 3.64673 4.95183 4.47105
H12 2.49240 2.06900 1.31565
H13 2.75885 -1.26543 0.64980
H14 2.58792 -3.02121 0.45780
H15 3.20151 -2.04556 -0.87773
H16 0.61022 -4.22070 -2.82550
H17 2.08278 -3.86043 -1.93372
H18 -0.38661 -5.14012 -0.66386
H19 1.20169 -4.99997 0.07375
H20 1.38414 -8.24738 -0.93131
H21 -2.73552 -2.68054 -2.73965
H22 -1.86667 -4.15052 -2.25944
H23 -1.29621 -3.19940 -3.62914

Atoms 1-2, force components in eV/Å:
0.14 -0.36 0.16
-0.48 0.33 0.05

Values from the calculation:
Electronic energy = -36858.9009 eV
SMILES = CCOC(=O)c1c(-c2cccc(OC)c2)nn2c(C)c(CCC(=O)O)c(C)nc12
HOMO-LUMO gap = 8.61 eV
Relative energy (zero: lowest compared OMol25 entry of this formula, charge and spin) = 24.7 kcal per mole